<w>
{"formula": "C27H27F10N2O3PSScTe2", "method": "wB97M-V/def2-TZVPD", "symbols": ["Sc", "C", "C", "C", "C", "C", "O", "C", "N", "C", "C", "C", "C", "C", "C", "P", "C", "C", "C", "C", "C", "C", "C", "C", "C", "C", "C", "C", "H", "H", "H", "H", "H", "H", "H", "H", "H", "H", "H", "H", "H", "H", "H", "H", "H", "H", "H", "H", "H", "H", "H", "H", "S", "C", "C", "N", "C", "H", "H", "H", "F", "Te", "F", "F", "F", "F", "O", "F", "Te", "F", "F", "F", "F", "O"], "coordinates": [[0.8023, -1.0361, 0.8688], [-3.5611, -3.8602, -1.3061], [-2.7123, -2.9694, -0.3965], [-2.0216, -3.8373, 0.6486], [-1.6811, -2.1481, -1.1961], [-2.2664, -1.3921, -2.3706], [-2.7248, -0.1752, -1.7360], [-1.9290, 0.0047, -0.6862], [-1.1679, -0.9963, -0.3613], [-2.1399, 1.3229, -0.0431], [-3.4620, 1.7103, 0.1538], [-3.7473, 2.9516, 0.6986], [-2.7148, 3.8242, 1.0054], [-1.3966, 3.4488, 0.7873], [-1.0970, 2.1924, 0.2780], [0.5928, 1.6071, -0.0382], [1.7063, 2.8041, 0.7355], [1.6000, 3.0441, 2.1095], [2.4938, 3.8918, 2.7370], [3.5126, 4.4970, 2.0068], [3.6340, 4.2462, 0.6515], [2.7344, 3.3996, 0.0144], [0.7299, 1.8542, -1.8350], [0.4637, 3.0952, -2.4145], [0.4961, 3.2438, -3.7904], [0.7848, 2.1539, -4.6032], [1.0449, 0.9159, -4.0375], [1.0176, 0.7686, -2.6569], [-4.1277, -4.5649, -0.6983], [-2.9314, -4.4469, -1.9814], [-4.2813, -3.3032, -1.9034], [-3.3666, -2.2591, 0.1198], [-1.4250, -4.6122, 0.1581], [-2.7620, -4.3365, 1.2735], [-1.3727, -3.2569, 1.2997], [-0.8597, -2.7929, -1.5005], [-3.1063, -1.8606, -2.8664], [-1.5092, -1.1020, -3.1029], [-4.2646, 1.0370, -0.1151], [-4.7754, 3.2398, 0.8687], [-2.9324, 4.8030, 1.4115], [-0.5961, 4.1369, 1.0241], [0.8200, 2.5641, 2.6877], [2.4035, 4.0774, 3.7989], [4.2102, 5.1579, 2.5037], [4.4287, 4.7033, 0.0769], [2.8510, 3.2076, -1.0442], [0.2263, 3.9463, -1.7869], [0.2913, 4.2099, -4.2322], [0.8083, 2.2734, -5.6783], [1.2774, 0.0685, -4.6697], [1.2421, -0.1937, -2.2146], [2.1592, -4.9289, -1.4635], [1.5387, -5.3554, 0.0702], [1.0784, -4.2544, 0.7072], [1.1732, -3.0931, -0.0276], [1.7149, -3.3208, -1.2005], [1.5651, -6.3690, 0.4327], [0.6531, -4.2188, 1.6977], [1.9143, -2.5430, -1.9222], [3.0542, -2.2199, 1.7478], [3.8460, -0.6643, 1.0343], [4.6298, 0.9268, 0.5530], [4.7236, -0.4551, 2.6254], [2.3153, 0.0954, 2.0516], [5.1759, -1.7055, 0.3335], [2.6264, -0.6655, -0.2932], [-2.5998, -1.2064, 2.5980], [-1.0464, -0.9939, 3.5850], [0.3805, -0.5828, 4.6764], [-2.0132, 0.1935, 4.5967], [-0.5668, 0.4701, 2.4547], [-1.5383, -2.3954, 4.6580], [-0.0239, -1.9717, 2.4323]], "spin_multiplicity": 1, "charge": 1}

<x>
{"formula": "C27H27F10N2O3PSScTe2", "method": "wB97M-V/def2-TZVPD", "symbols": ["Sc", "C", "C", "C", "C", "C", "O", "C", "N", "C", "C", "C", "C", "C", "C", "P", "C", "C", "C", "C", "C", "C", "C", "C", "C", "C", "C", "C", "H", "H", "H", "H", "H", "H", "H", "H", "H", "H", "H", "H", "H", "H", "H", "H", "H", "H", "H", "H", "H", "H", "H", "H", "S", "C", "C", "N", "C", "H", "H", "H", "F", "Te", "F", "F", "F", "F", "O", "F", "Te", "F", "F", "F", "F", "O"], "coordinates": [[-0.5022, 1.4856, -0.3943], [-0.3897, 2.8789, -3.3139], [-0.6272, 1.5851, -4.0770], [-1.3066, 1.9514, -5.3993], [-1.4702, 0.5737, -3.2846], [-1.8429, -0.6692, -4.1000], [-1.0770, -1.7246, -3.4949], [-0.4718, -1.2414, -2.4123], [-0.6934, -0.0052, -2.1354], [0.3879, -2.3090, -1.8084], [1.0202, -3.1103, -2.7574], [1.7153, -4.2517, -2.3928], [1.7193, -4.6658, -1.0726], [1.0824, -3.8924, -0.1197], [0.4605, -2.6866, -0.4539], [0.0085, -1.5809, 0.8973], [2.5496, -1.0987, 2.5639], [2.1324, -0.7847, 3.8305], [3.0014, 0.0192, 4.5615], [4.2055, 0.4316, 4.0054], [4.5536, 0.0734, 2.7106], [3.7032, -0.7137, 1.9423], [-0.9500, -2.6120, 2.0156], [-0.4881, -3.5295, 2.9582], [-1.4004, -4.2176, 3.7420], [-2.7627, -3.9994, 3.5889], [-3.2227, -3.0764, 2.6623], [-2.3195, -2.3656, 1.8885], [0.3495, 3.4893, -3.8322], [0.0099, 2.7991, -2.2989], [-1.3158, 3.4544, -3.2484], [0.3371, 1.1055, -4.2824], [-2.3227, 2.3119, -5.2223], [-1.3533, 1.1301, -6.1113], [-0.7541, 2.7578, -5.8793], [-2.3642, 1.0720, -2.8940], [-1.5285, -0.6098, -5.1377], [-2.8960, -0.9408, -4.0512], [0.9571, -2.8406, -3.8011], [2.2194, -4.8336, -3.1516], [2.2107, -5.5842, -0.7832], [1.0843, -4.2200, 0.9104], [1.1845, -1.1192, 4.2283], [2.7225, 0.3197, 5.5616], [4.8718, 1.0572, 4.5818], [5.4735, 0.4310, 2.2715], [3.9222, -0.9759, 0.9179], [0.5693, -3.7107, 3.0950], [-1.0433, -4.9243, 4.4783], [-3.4665, -4.5383, 4.2080], [-4.2823, -2.8880, 2.5611], [-2.6757, -1.6005, 1.2067], [-3.2556, 5.2188, 0.1777], [-4.2554, 3.9176, -0.3026], [-3.4929, 2.8604, -0.6636], [-2.1361, 3.0797, -0.5885], [-1.8817, 4.2921, -0.1486], [-5.3290, 3.9859, -0.2804], [-3.8648, 1.8986, -0.9811], [-0.8772, 4.6577, 0.0085], [0.8159, 3.2766, 3.9090], [0.1423, 1.8808, 2.9054], [-1.6706, 0.6230, 0.7994], [-0.5029, 1.1555, 4.6049], [1.6717, -1.9855, 1.8060], [-1.5411, 2.6878, 2.8359], [0.3852, 2.8862, 1.1912], [1.0581, 3.7676, -0.8035], [2.2193, 2.5934, 0.2798], [2.8214, 2.5070, -1.5281], [3.9538, 1.8564, 0.4081], [2.4577, 2.0845, 2.1844], [2.9889, 4.1941, 0.7642], [1.3685, 0.9555, -0.0556]], "spin_multiplicity": 1, "charge": 1}

Most stable: <w>

<w>
{"formula": "C2", "method": "wB97M-V/def2-TZVPD", "symbols": ["C", "C"], "coordinates": [[0.0000, 0.0000, 1.3878], [0.0000, 0.0000, -1.3878]], "spin_multiplicity": 1, "charge": 0}

<x>
{"formula": "C2", "method": "wB97M-V/def2-TZVPD", "symbols": ["C", "C"], "coordinates": [[0.0000, 0.0000, 0.6405], [0.0000, 0.0000, -0.6405]], "spin_multiplicity": 1, "charge": 0}

Most stable: <x>

<w>
{"formula": "C2", "method": "wB97M-V/def2-TZVPD", "symbols": ["C", "C"], "coordinates": [[1.1159, -0.1652, 0.6034], [-1.1159, 0.1652, -0.6034]], "spin_multiplicity": 1, "charge": 0}

<x>
{"formula": "C2", "method": "wB97M-V/def2-TZVPD", "symbols": ["C", "C"], "coordinates": [[0.0000, 0.0000, 1.3245], [0.0000, 0.0000, -1.3245]], "spin_multiplicity": 1, "charge": 0}

Most stable: <w>

<w>
{"formula": "C2", "method": "wB97M-V/def2-TZVPD", "symbols": ["C", "C"], "coordinates": [[0.5880, -0.3580, 0.6846], [-0.5880, 0.3580, -0.6846]], "spin_multiplicity": 1, "charge": 0}

<x>
{"formula": "C2", "method": "wB97M-V/def2-TZVPD", "symbols": ["C", "C"], "coordinates": [[0.0000, 0.0000, 1.1599], [0.0000, 0.0000, -1.1599]], "spin_multiplicity": 1, "charge": 0}

Most stable: <w>

<w>
{"formula": "C9H14", "method": "wB97M-V/def2-TZVPD", "symbols": ["C", "C", "H", "H", "H", "H", "H", "H", "C", "C", "C", "C", "C", "C", "C", "H", "H", "H", "H", "H", "H", "H", "H"], "coordinates": [[-1.5765, -2.5601, -0.6770], [-0.5529, -2.8019, 0.4396], [-2.2765, -1.7565, -0.4777], [-1.0807, -2.3495, -1.6318], [-2.0894, -3.4860, -0.9375], [-0.0200, -1.8782, 0.6671], [-0.9079, -3.1517, 1.4029], [0.2441, -3.3780, -0.0349], [-0.7510, 1.6667, 1.8222], [-0.0945, 0.3769, -0.2275], [0.0670, 1.5338, 0.5783], [0.8003, 0.2096, -1.2911], [1.0754, 2.4971, 0.3381], [1.8201, 1.1092, -1.5038], [1.7641, 2.3894, -0.8293], [-0.8512, -0.3538, -0.0235], [0.8531, -0.8090, -1.6639], [-0.0603, 1.4564, 2.6570], [-1.6992, 1.1604, 1.9255], [1.2915, 3.3064, 1.0215], [2.5292, 0.8711, -2.2857], [2.3561, 3.1981, -1.2415], [-0.8406, 2.7494, 1.9731]], "spin_multiplicity": 2, "s_squared": 0.77, "charge": 1}

<x>
{"formula": "C9H14", "method": "wB97M-V/def2-TZVPD", "symbols": ["C", "C", "H", "H", "H", "H", "H", "H", "C", "C", "C", "C", "C", "C", "C", "H", "H", "H", "H", "H", "H", "H", "H"], "coordinates": [[0.8210, 1.8422, -3.9828], [1.4546, 2.4189, -2.6973], [1.4226, 0.9216, -4.2027], [-0.2886, 1.5721, -3.6476], [0.9606, 2.5198, -4.7192], [1.7598, 1.5978, -1.9640], [0.6680, 3.0993, -2.1893], [2.3501, 3.0057, -2.9248], [-2.6896, -1.2754, 1.0297], [-0.3777, -1.9750, 1.5427], [-1.2775, -0.9642, 1.1551], [0.9631, -1.5906, 1.7058], [-0.8109, 0.3396, 0.9070], [1.3750, -0.3733, 1.2766], [0.4874, 0.6165, 0.8600], [-0.8021, -2.8918, 1.7896], [1.6667, -2.3083, 2.1022], [-3.2953, -0.9466, 1.8821], [-2.8903, -2.3810, 1.0153], [-1.5115, 1.0038, 0.3846], [2.4125, -0.0246, 1.1931], [1.0536, 1.4546, 0.3507], [-3.1789, -0.8551, 0.1486]], "spin_multiplicity": 2, "s_squared": 0.77, "charge": 1}

Most stable: <w>

<w>
{"formula": "C9H14", "method": "wB97M-V/def2-TZVPD", "symbols": ["C", "C", "C", "C", "C", "C", "C", "H", "H", "H", "H", "H", "H", "H", "H", "C", "C", "H", "H", "H", "H", "H", "H"], "coordinates": [[-1.4043, 2.1530, 2.4148], [0.8959, 0.5757, -0.7174], [0.0463, 1.6660, -1.0074], [0.9337, -0.0685, 0.5585], [-0.6209, 2.1910, 0.0631], [0.2316, 0.4239, 1.6128], [-0.6103, 1.5404, 1.3339], [1.6575, 0.2518, -1.4170], [0.0257, 1.9457, -2.0502], [1.4111, -1.0077, 0.6541], [-1.2074, 3.0852, -0.1120], [0.2234, 0.0812, 2.6366], [-1.3615, 3.2320, 2.5515], [-1.2395, 1.6727, 3.3788], [-2.4482, 1.8978, 2.1842], [0.8178, -3.3666, -1.2602], [-0.1234, -3.5754, -2.4309], [0.7818, -2.3610, -0.8287], [0.4192, -4.0252, -0.4856], [1.8752, -3.5331, -1.4563], [-1.0895, -3.1022, -2.2582], [-0.3355, -4.6072, -2.7080], [0.2329, -3.1905, -3.3924]], "spin_multiplicity": 2, "s_squared": 0.77, "charge": 1}

<x>
{"formula": "C9H14", "method": "wB97M-V/def2-TZVPD", "symbols": ["C", "C", "H", "H", "H", "H", "H", "H", "C", "C", "C", "C", "C", "C", "C", "H", "H", "H", "H", "H", "H", "H", "H"], "coordinates": [[2.5151, -1.6784, -0.6510], [2.6657, -3.0811, -1.1480], [1.5915, -1.0118, -1.0196], [2.6684, -1.6111, 0.3332], [3.2469, -1.2189, -1.3120], [1.6208, -3.5102, -1.3892], [3.3125, -3.2505, -1.9883], [3.1438, -3.6388, -0.3469], [-2.1962, 2.1286, -1.3517], [-0.5900, 0.6624, 2.3445], [-1.9297, 0.4805, 2.0395], [0.2239, 1.0862, 1.3351], [-2.4308, 0.6672, 0.7666], [-0.2856, 1.4523, 0.0842], [-1.6440, 1.3491, -0.1889], [-0.3239, 0.6443, 3.3547], [-2.6185, 0.2502, 2.7843], [1.2523, 0.9914, 1.5283], [-3.4736, 0.4051, 0.4380], [0.4960, 1.7871, -0.7387], [-1.6046, 2.9809, -1.5659], [-3.2823, 2.5345, -1.0318], [-2.3577, 1.5811, -2.2763]], "spin_multiplicity": 2, "s_squared": 0.77, "charge": 1}

Most stable: <w>